[1]
Molecular formula: C4H14NO3
Method: DFT, wB97M-V/def2-TZVPD

XYZ file:
```
22
Properties=species:S:1:pos:R:3:lowdin_charge:R:1
O -0.846 -1.863 -1.315 0.084
C -1.136 -2.057 -0.183 -0.141
C -1.036 -0.691 0.639 -0.217
N -0.158 0.317 -0.148 0.021
C -0.793 1.151 -1.108 -0.069
C -0.568 -0.979 2.073 -0.055
H -1.569 -2.941 0.227 0.132
H -2.078 -0.373 0.627 0.152
H 0.343 0.838 0.497 0.119
H 0.547 -0.280 -0.684 0.138
H -1.246 2.049 -0.642 0.112
H -1.688 0.623 -1.590 0.134
H -0.131 1.507 -1.921 0.111
H 0.489 -0.956 2.451 0.100
H -0.987 -1.941 2.448 0.095
H -0.918 -0.155 2.783 0.104
H 3.048 -0.733 -0.965 0.031
H 2.166 -1.987 -0.918 0.032
O 2.245 -1.094 -0.735 0.043
H 2.147 3.077 -0.148 0.039
H 0.918 3.559 -1.015 0.060
O 1.250 2.929 -0.375 -0.025
```

Computed properties:
Total charge: +1
Kohn-Sham gap (eV): 11.04



[2]
Molecular formula: HO6P3
Method: DFT, wB97M-V/def2-TZVPD

XYZ file:
```
10
Properties=species:S:1:pos:R:3:lowdin_charge:R:1
O 2.010 -2.408 1.975 -0.234
O -0.890 -1.345 -1.301 -0.548
O 1.369 -0.939 -0.173 -0.417
O 0.507 -3.084 -0.200 -0.386
O -0.384 -1.362 1.687 -0.287
O -1.229 0.561 0.108 -0.199
P 0.835 -2.021 -1.227 0.764
P -1.962 -0.431 -0.775 0.978
P 0.882 -1.914 1.225 0.366
H -0.490 0.190 0.477 -0.036
```

Computed properties:
Total charge: 0
Kohn-Sham gap (eV): 9.18



[3]
Molecular formula: C3H6N2
Method: DFT, wB97M-V/def2-TZVPD

XYZ file:
```
11
Properties=species:S:1:pos:R:3:lowdin_charge:R:1
C -0.593 1.340 0.697 -0.040
N 0.196 0.296 0.617 -0.108
C 0.799 -0.237 -0.468 -0.212
C 1.517 -1.440 -0.340 -0.269
N 2.102 -2.442 -0.238 0.112
H -0.731 1.958 -0.180 0.073
H -1.060 1.577 1.641 0.070
H -1.906 0.000 -0.714 0.047
H 0.304 -0.249 1.468 0.168
H -1.456 -0.483 -1.073 0.054
H 0.763 0.313 -1.396 0.105
```

Computed properties:
Total charge: 0
Kohn-Sham gap (spin up / spin down) (eV): 8.19 / 8.19



[4]
Molecular formula: C15H40BFN5O7S
Method: DFT, wB97M-V/def2-TZVPD

XYZ file:
```
70
Properties=species:S:1:pos:R:3:lowdin_charge:R:1
C 0.738 0.405 3.787 -0.075
C 0.605 1.525 2.708 -0.111
B -0.739 1.497 1.916 -0.505
O -0.756 0.992 0.649 0.187
N -2.128 1.957 2.454 0.019
C -2.789 0.987 3.237 -0.357
N -2.370 0.567 4.417 0.275
N -3.957 0.480 2.768 0.218
S -2.142 3.471 3.204 0.631
O -2.249 3.276 4.608 -0.206
O -3.168 4.223 2.597 -0.176
F -0.806 4.081 2.804 -0.056
H 0.485 0.736 4.791 0.073
H 0.208 -0.501 3.487 0.071
H 1.785 0.131 3.831 0.087
H 1.395 1.354 1.983 0.113
H 0.845 2.473 3.186 0.103
H -1.202 0.134 0.727 0.093
H -1.634 1.141 4.830 0.112
H -2.102 -0.416 4.476 0.170
H -4.838 0.765 3.164 0.146
H -3.954 -0.131 1.966 0.121
C -0.028 -2.113 -0.040 -0.094
O -0.988 -2.667 0.853 -0.203
C -2.316 -2.695 0.335 -0.226
C -2.773 -4.108 0.039 -0.215
N -2.066 -4.656 -1.107 -0.048
C -2.254 -6.095 -1.306 -0.188
C -1.779 -7.046 -0.211 -0.224
O -0.374 -7.106 -0.055 -0.170
C 0.195 -6.098 0.754 -0.102
H 0.897 -1.969 0.516 0.099
H 0.180 -2.775 -0.883 0.089
H -0.365 -1.147 -0.417 0.070
H -2.415 -2.056 -0.549 0.128
H -2.969 -2.288 1.121 0.102
H -3.846 -4.098 -0.175 0.128
H -2.612 -4.703 0.948 0.108
H -1.077 -4.477 -1.001 0.068
H -1.719 -6.356 -2.221 0.123
H -3.315 -6.282 -1.497 0.121
H -2.081 -8.051 -0.513 0.126
H -2.267 -6.860 0.754 0.112
H -0.476 -5.794 1.563 0.087
H 0.481 -5.225 0.158 0.070
H 1.106 -6.503 1.195 0.091
C 1.821 1.685 -4.863 -0.116
O 2.835 2.667 -4.782 -0.191
C 2.358 4.007 -4.847 -0.212
C 2.514 4.708 -3.514 -0.210
N 1.589 4.171 -2.521 -0.051
C 1.855 4.603 -1.152 -0.202
C 3.191 4.225 -0.517 -0.225
O 3.348 2.839 -0.263 -0.192
C 3.794 2.070 -1.369 -0.093
H 2.308 0.720 -4.989 0.089
H 1.217 1.648 -3.948 0.073
H 1.167 1.859 -5.722 0.090
H 1.325 4.049 -5.201 0.123
H 2.981 4.527 -5.580 0.124
H 2.315 5.775 -3.645 0.126
H 3.560 4.590 -3.203 0.106
H 1.627 3.161 -2.551 0.064
H 1.063 4.174 -0.529 0.108
H 1.740 5.690 -1.104 0.120
H 3.223 4.706 0.465 0.119
H 4.050 4.615 -1.073 0.114
H 4.465 2.635 -2.017 0.092
H 2.950 1.686 -1.949 0.070
H 4.337 1.210 -0.976 0.088
```

Computed properties:
Total charge: +1
Kohn-Sham gap (eV): 4.57



[5]
Molecular formula: C3H5N3
Method: DFT, wB97M-V/def2-TZVPD

XYZ file:
```
11
Properties=species:S:1:pos:R:3:lowdin_charge:R:1
H -0.805 -2.153 1.465 0.039
N -1.208 -1.405 0.913 0.106
C -0.406 -0.623 0.307 -0.372
C 1.119 -0.170 0.309 -0.129
N 1.202 0.975 -0.595 0.020
C 0.010 1.212 -0.977 -0.225
N -0.961 0.370 -0.498 0.071
H 1.269 0.165 1.338 0.113
H 1.993 -0.806 0.092 0.113
H -0.268 2.022 -1.643 0.121
H -1.944 0.412 -0.711 0.142
```

Computed properties:
Structure (SMILES): [H]/N=C1\CN=CN1
Total charge: 0
Kohn-Sham gap (eV): 9.93



[6]
Molecular formula: C43H60BN9W
Method: DFT, wB97M-V/def2-TZVPD

XYZ file:
```
114
Properties=species:S:1:pos:R:3:mulliken_spin:R:1
W -0.781 0.669 0.849 1.007
C -2.963 3.070 2.600 0.002
C -1.486 3.233 2.630 0.000
C -0.743 4.227 3.240 0.008
C 0.589 3.978 2.928 0.006
C 1.804 4.744 3.317 -0.001
N 0.639 2.880 2.162 0.014
N -0.638 2.407 1.978 0.007
B 1.802 2.283 1.316 0.037
N 1.340 2.398 -0.169 0.051
N 0.015 2.194 -0.507 0.097
C -0.225 2.911 -1.619 -0.003
C -1.579 3.184 -2.184 0.005
C 0.962 3.492 -2.052 -0.008
C 1.923 3.161 -1.117 0.002
C 3.355 3.566 -1.057 0.001
N 2.032 0.810 1.755 0.027
N 0.952 -0.032 1.816 0.014
C 1.308 -1.127 2.513 0.026
C 0.361 -2.238 2.801 0.002
C 2.631 -0.984 2.906 -0.032
C 3.053 0.248 2.424 0.054
C 4.380 0.910 2.566 0.004
H -3.437 4.007 2.882 0.000
H -3.294 2.304 3.301 0.001
H -3.312 2.799 1.600 0.001
H -1.120 5.040 3.832 0.000
H 1.543 5.497 4.056 0.000
H 2.242 5.248 2.456 0.001
H 2.563 4.092 3.746 0.000
H 2.799 2.904 1.475 0.000
H -2.375 2.930 -1.486 0.000
H -1.752 2.668 -3.128 0.002
H -1.646 4.252 -2.387 0.001
H 1.090 4.127 -2.910 0.000
H 3.679 3.912 -2.036 0.000
H 3.989 2.734 -0.756 0.000
H 3.503 4.377 -0.346 0.000
H -0.655 -2.013 2.468 0.001
H 0.325 -2.424 3.874 0.002
H 0.683 -3.155 2.311 0.003
H 3.216 -1.685 3.473 0.001
H 5.082 0.227 3.038 -0.001
H 4.312 1.806 3.180 0.001
H 4.779 1.199 1.595 0.001
C 0.965 -0.506 -1.605 0.013
C 0.187 -1.070 -2.807 0.087
C -0.616 -1.860 -2.059 0.077
C 0.039 -1.403 -0.744 0.313
C 1.493 -1.615 -0.802 0.387
C 2.623 -2.593 -0.858 -0.022
C 3.918 -1.806 -0.611 0.104
C 2.709 -3.227 -2.255 0.090
C 2.467 -3.690 0.192 0.027
C -1.584 -3.013 -2.207 0.014
C -2.580 -2.818 -3.351 0.009
C -0.808 -4.317 -2.445 0.002
C -2.358 -3.153 -0.892 0.005
C 0.453 -0.765 -4.263 -0.007
C 1.735 0.069 -4.362 0.005
C 0.617 -2.019 -5.127 0.004
C -0.715 0.085 -4.788 0.011
H 1.282 0.513 -1.460 -0.015
H -0.546 -1.282 0.198 0.052
H 4.048 -1.027 -1.363 0.003
H 4.772 -2.480 -0.675 0.002
H 3.919 -1.343 0.378 -0.064
H 2.758 -2.461 -3.026 -0.007
H 1.861 -3.877 -2.462 -0.003
H 3.619 -3.824 -2.317 -0.003
H 2.609 -3.296 1.196 -0.011
H 3.220 -4.462 0.034 -0.002
H 1.487 -4.166 0.129 -0.002
H -2.094 -2.808 -4.322 0.001
H -3.142 -1.893 -3.245 -0.001
H -3.290 -3.644 -3.355 0.000
H -0.209 -4.266 -3.352 0.001
H -1.510 -5.145 -2.549 0.000
H -0.149 -4.546 -1.606 0.000
H -2.928 -2.251 -0.658 -0.001
H -1.685 -3.366 -0.058 0.002
H -3.065 -3.978 -0.959 -0.001
H 2.600 -0.463 -3.965 0.000
H 1.637 1.014 -3.824 -0.001
H 1.942 0.303 -5.405 0.000
H 1.436 -2.642 -4.774 0.000
H 0.841 -1.726 -6.153 0.000
H -0.281 -2.628 -5.154 -0.001
H -0.810 1.002 -4.200 -0.004
H -1.657 -0.460 -4.743 -0.001
H -0.538 0.373 -5.824 0.001
C -1.659 0.064 6.514 -0.020
C -0.629 0.542 5.720 0.014
C -0.756 0.563 4.339 0.002
C -1.925 0.102 3.744 0.022
C -2.968 -0.368 4.537 -0.030
C -2.827 -0.387 5.914 0.006
N -2.082 0.102 2.295 -0.123
N -3.334 -0.159 1.966 -0.182
C -3.580 -0.006 0.670 0.029
C -4.869 -0.279 0.152 -0.037
C -5.093 -0.129 -1.179 -0.002
C -4.017 0.236 -2.024 -0.037
C -2.788 0.465 -1.499 -0.011
N -2.564 0.426 -0.143 -0.071
H -1.557 0.046 7.589 -0.001
H 0.283 0.907 6.170 0.000
H 0.056 0.969 3.756 0.006
H -3.878 -0.728 4.085 -0.002
H -3.640 -0.762 6.518 0.000
H -5.631 -0.599 0.845 0.001
H -6.071 -0.315 -1.596 -0.002
H -4.157 0.322 -3.092 -0.001
H -1.930 0.691 -2.115 0.032
```

Computed properties:
<S²>: 2.216
Total charge: +2
Kohn-Sham gap (spin up / spin down) (eV): 5.41 / 6.37
2S+1: 3



Short version: F_max = 4.46, 4.68, 1.05, 3.34, 1.08, 1.44 eV/A, in the order given.
Short version: DFT total energy = -12000.162, -40171.601, -6185.268, -52205.632, -7661.766, -61463.756 eV, in the order given.